1.
The following is a quantum chemistry calculation of a 2-piece molecular cluster, C4H7N3O5 overall in a non-equilibrium geometry, from the Open Molecules 2025 dataset.

Each line ends with the natural charge from an NBO analysis.
Element x y z (Å)
C1 0.378 -1.662 1.695  -0.03
C2 0.006 1.545 -2.503  0.24
C3 0.651 -0.900 0.366  -0.13
C4 -0.465 0.078 -0.021  0.32
N1 1.493 0.322 0.614  0.30
N2 0.439 1.121 0.363  0.19
N3 -1.609 -0.096 -0.410  -0.10
O1 2.590 0.553 1.080  -0.38
O2 0.233 2.327 0.364  -0.48
O3 -2.424 0.912 -0.679  -0.53
O4 -0.115 -2.910 1.652  -0.73
O5 0.345 0.375 -2.285  -0.55
H1 -0.346 -0.928 2.176  0.15
H2 1.311 -1.680 2.120  0.20
H3 -0.813 1.600 -3.239  0.14
H4 0.435 2.377 -1.938  0.16
H5 1.167 -1.505 -0.423  0.24
H6 -0.984 -3.248 1.206  0.51
H7 -2.292 1.717 -0.139  0.48

Values from the calculation:
M, Da: 177.1
Energy above the lowest of the compared OMol25 structures with the same formula, charge and spin, kcal/mol: 171.9
Total charge: 0
HOMO level (alpha / beta), eV: -8.830 / -8.809
Orbital gap (alpha / beta), Ha: 0.309 / 0.316

---

2.
The following is a quantum chemistry calculation of a single C4H7N3S molecule in a non-equilibrium geometry, from the Open Molecules 2025 dataset.

Each line ends with the natural charge from an NBO analysis.
Element x y z (Å)
H1 -0.920 1.598 -0.265  0.32
N1 0.007 2.101 -0.011  -0.63
C1 1.003 1.360 -0.053  0.27
N2 0.922 -0.071 -0.085  -0.32
C2 2.090 -0.868 -0.061  -0.06
S1 3.560 -0.159 0.055  -0.09
N3 -0.303 -0.906 0.090  -0.24
C3 -1.517 -0.679 -0.661  -0.27
C4 -1.501 -0.321 0.759  -0.28
H2 1.946 1.785 -0.006  0.21
H3 1.765 -1.883 0.025  0.22
H4 -2.082 -1.553 -0.922  0.21
H5 -1.593 0.092 -1.433  0.21
H6 -1.716 -1.166 1.530  0.22
H7 -1.660 0.669 1.038  0.22

Values from the calculation:
M, Da: 129.2
Energy above the lowest of the compared OMol25 structures with the same formula, charge and spin, kcal/mol: 110.0
Total charge: 0
HOMO level, eV: -8.777
Orbital gap, Ha: 0.324

---

3.
The following is a quantum chemistry calculation of a single C4H7N3S molecule in a non-equilibrium geometry, from the Open Molecules 2025 dataset.

Each line ends with the natural charge from an NBO analysis.
Element x y z (Å)
C1 2.263 -1.353 -0.570  -0.49
C2 1.386 -0.450 -0.693  -0.01
N1 0.236 -0.569 -0.026  -0.61
C3 -0.596 0.525 0.053  0.34
N2 -1.718 0.732 0.574  -0.31
N3 -2.055 -0.295 1.422  -0.71
C4 -0.194 1.613 -0.762  -0.55
S1 1.462 1.106 -1.372  0.28
H1 1.988 -2.131 0.303  0.20
H2 3.166 -1.218 -1.072  0.22
H3 0.152 -1.257 0.761  0.42
H4 -2.886 -0.017 2.014  0.37
H5 -2.213 -1.244 0.910  0.34
H6 -0.883 2.047 -1.594  0.26
H7 -0.108 2.513 0.051  0.25

Values from the calculation:
M, Da: 129.2
Energy above the lowest of the compared OMol25 structures with the same formula, charge and spin, kcal/mol: 88.3
Total charge: 0
HOMO level, eV: -8.097
Orbital gap, Ha: 0.327